# 1
Density functional theory data (ωB97M-V/def2-TZVPD) for C6H7N as an isolated structure at a distorted geometry.

- frontier orbital gap (eV) = 10.152
- energy above the lowest of the compared OMol25 structures with the same formula, charge and spin (kcal per mole) = 105.63
- total charge = 0
- spin multiplicity = 1
- calculated total energy (Ha) = -287.4189

```
14
Properties=species:S:1:pos:R:3:forces:R:3:mulliken_charge:R:1
C 0.404990 -0.361276 2.020653 0.03 0.00 0.92 -0.19
C -0.119044 1.329681 0.097293 -0.14 -0.37 0.14 -0.38
C 0.329877 -1.318652 1.088348 1.99 4.19 0.72 -0.66
C -0.172446 0.227352 -0.653493 0.54 -0.89 -1.21 0.27
C 0.878055 0.627201 1.003004 0.21 2.94 1.31 -0.23
C -0.894546 -0.266260 -1.876449 1.85 4.26 -2.75 -1.01
N 0.910671 -0.439149 0.067443 -1.37 -2.87 -2.34 -0.23
H 0.399670 -0.266206 3.098357 -0.43 -0.26 -0.09 0.39
H -0.399143 2.358183 -0.007510 -0.48 0.15 0.15 0.41
H 0.102335 -2.278779 0.955577 -0.99 -3.64 -0.32 0.51
H 1.754505 1.256767 1.159844 0.37 -0.51 0.22 0.30
H -0.220941 -0.521416 -2.798313 -0.47 0.79 1.83 0.26
H -1.440004 0.725184 -2.203063 0.56 -2.12 0.30 0.23
H -1.533979 -1.072629 -1.951691 -1.67 -1.64 1.13 0.32
```
Forces are in eV/Å.

---

# 2
Density functional theory data (ωB97M-V/def2-TZVPD) for a 2-piece molecular cluster, H4NO2PS overall at a distorted geometry.

- frontier orbital gap (eV) = 10.289
- energy above the lowest of the compared OMol25 structures with the same formula, charge and spin (kcal per mole) = 49.13
- total charge = 0
- spin multiplicity = 1
- calculated total energy (Ha) = -947.1899

```
9
Properties=species:S:1:pos:R:3:forces:R:3:mulliken_charge:R:1
N 0.937912 1.353143 0.927448 0.52 -0.70 -1.72 -0.60
O 0.773487 -0.525449 -0.774486 0.31 0.02 0.98 -0.40
O 2.925085 0.893037 -1.006687 -0.97 0.01 0.08 -0.55
P 1.640637 0.708288 -0.320415 0.50 0.90 1.28 0.89
S -2.138457 -1.324764 -0.442180 -0.49 -3.42 0.34 -0.36
H 1.368003 2.217024 1.223707 0.23 0.12 0.23 0.25
H 0.276044 -0.703336 0.063422 -0.42 -0.31 -0.90 0.40
H -2.785459 -0.357278 0.054841 -1.14 1.95 0.89 0.17
H -2.997253 -2.260664 0.274351 1.47 1.42 -1.18 0.19
```
Forces are in eV/Å.

---

# 3
Density functional theory data (ωB97M-V/def2-TZVPD) for C21H32N6O3Sn as an isolated structure.

- frontier orbital gap (eV) = 7.913
- total charge = +2
- spin multiplicity = 1
- calculated total energy (Ha) = -1587.3530

```
63
Properties=species:S:1:pos:R:3:forces:R:3:mulliken_charge:R:1
Sn 0.142187 -1.209040 0.124631 0.03 -0.67 0.06 1.21
C -1.740756 -3.221040 3.258408 -0.03 0.01 0.00 -1.13
C -2.627393 -2.059166 3.006584 0.17 -0.16 -0.01 0.39
O -2.226254 -1.185785 2.050676 -0.01 -0.02 0.04 0.13
C -3.802044 -1.657366 3.543124 -0.10 0.02 0.06 -1.15
C -4.148012 -0.464258 2.882931 -0.17 0.14 0.01 1.10
C -5.317026 0.429943 3.053398 0.01 0.00 0.01 -1.19
N -3.201411 -0.202047 2.002458 0.15 0.02 -0.16 0.57
N -3.173286 0.866067 1.181323 -0.06 -0.08 0.16 -0.77
C -2.234145 1.088200 0.319748 0.16 0.23 -0.10 0.30
O -1.194619 0.335990 0.067497 -0.14 0.01 0.14 -0.52
C -2.359175 2.329169 -0.482719 0.04 -0.10 0.01 0.66
C -3.413390 3.218422 -0.282938 -0.07 0.01 0.02 -0.27
C -3.514742 4.354661 -1.065357 0.01 0.00 0.00 -0.80
C -2.568207 4.612120 -2.050006 -0.02 0.02 0.00 -0.43
C -1.507858 3.738487 -2.241994 0.01 -0.02 0.00 -0.83
C -1.402696 2.601123 -1.457736 -0.01 0.07 -0.01 -0.36
H -2.306055 -4.147173 3.161816 0.00 0.00 0.02 0.35
H -1.338418 -3.173915 4.270069 0.00 0.01 0.00 0.32
H -0.911291 -3.244802 2.555319 0.01 0.01 -0.01 0.19
H -4.364356 -2.144353 4.321223 0.01 0.01 -0.02 0.49
H -6.071728 -0.055695 3.665676 0.01 0.00 0.00 0.38
H -5.735077 0.695159 2.083847 -0.01 -0.01 0.00 0.36
H -5.003988 1.354872 3.541801 0.00 -0.01 -0.01 0.30
H -4.147199 3.017890 0.485481 0.01 0.00 -0.03 0.45
H -4.332495 5.044583 -0.907666 0.00 -0.01 -0.01 0.42
H -2.655362 5.498898 -2.663644 0.00 0.00 0.02 0.41
H -0.761815 3.948162 -2.997751 -0.01 -0.01 0.02 0.43
H -0.566865 1.930129 -1.586641 0.04 -0.01 -0.02 0.52
N 2.368267 -0.627021 1.219400 0.02 0.34 -0.16 -0.57
C 3.499215 -0.379548 1.352357 0.20 0.08 0.03 0.38
N 4.754990 -0.097801 1.511314 -0.11 -0.08 0.00 0.04
C 5.701211 -1.036713 2.156065 -0.09 0.06 -0.06 -0.53
C 6.411622 -0.304099 3.279409 0.04 0.03 0.02 -0.54
O 7.009937 0.883428 2.801691 -0.01 -0.01 -0.03 -0.35
C 6.050432 1.795609 2.308863 0.05 -0.01 0.05 -0.55
C 5.326929 1.207746 1.112755 -0.08 -0.10 0.03 -0.53
H 6.419309 -1.363469 1.403182 0.01 -0.01 -0.02 0.27
H 5.151020 -1.897993 2.528850 -0.01 -0.01 0.00 0.42
H 7.209768 -0.928383 3.675468 0.01 0.01 0.02 0.34
H 5.705805 -0.076724 4.087411 -0.02 0.01 0.01 0.34
H 6.583566 2.696409 2.012733 0.02 0.01 0.01 0.35
H 5.329989 2.051870 3.094861 -0.01 0.01 0.02 0.34
H 6.029353 1.030544 0.297639 0.01 0.00 -0.04 0.26
H 4.527268 1.859941 0.767953 -0.02 0.00 0.00 0.42
C 0.445103 0.085260 -3.771437 -0.03 0.02 0.07 -1.59
C -0.156555 -1.304169 -3.611752 0.15 -0.13 0.02 1.18
C 0.891333 -2.377557 -3.868360 0.04 0.00 0.01 -1.82
C -1.366230 -1.475552 -4.526194 -0.04 -0.03 0.00 -1.66
N -0.592426 -1.391668 -2.174628 -0.15 0.30 0.03 0.13
N -1.177740 -2.614859 -1.712593 -0.07 -0.05 -0.09 -0.48
H 0.829883 0.207792 -4.782803 -0.01 -0.01 0.01 0.50
H 1.272449 0.237642 -3.074370 0.01 0.00 -0.01 0.33
H -0.304417 0.862056 -3.606430 -0.01 0.00 -0.01 0.38
H 1.298664 -2.252394 -4.870838 -0.01 -0.02 0.01 0.46
H 0.475295 -3.386208 -3.822820 0.01 0.01 -0.01 0.46
H 1.720689 -2.299492 -3.160614 -0.01 0.01 -0.02 0.34
H -1.087856 -1.240175 -5.553567 0.00 -0.04 0.02 0.43
H -2.177683 -0.798109 -4.243924 0.04 0.00 -0.02 0.39
H -1.742475 -2.500600 -4.521320 0.00 0.03 0.01 0.42
H -1.312588 -0.682239 -2.034300 0.02 0.05 -0.09 0.41
H -0.545431 -3.375765 -1.942817 0.00 0.00 0.03 0.25
H -2.065219 -2.806993 -2.170744 -0.01 0.03 0.00 0.25
```
Forces are in eV/Å.

---

# 4
Density functional theory data (ωB97M-V/def2-TZVPD) for one molecule with the formula C20H14F4O at a distorted geometry.

- frontier orbital gap (eV) = 8.952
- energy above the lowest of the compared OMol25 structures with the same formula, charge and spin (kcal per mole) = 0.00
- total charge = 0
- spin multiplicity = 1
- calculated total energy (Ha) = -1245.2154

```
39
Properties=species:S:1:pos:R:3:forces:R:3:mulliken_charge:R:1
C 5.223086 -1.660657 -0.680038 0.28 -0.16 0.01 -1.40
C 3.894954 -1.020257 -0.389431 -0.10 -0.03 -0.31 0.88
C 3.569789 -0.710584 0.935920 -0.25 0.13 -0.18 -0.55
C 2.345766 -0.141975 1.242846 -0.19 -0.08 -0.33 -0.59
C 1.418146 0.106091 0.218287 0.27 0.18 -0.10 0.65
O 0.238553 0.662690 0.664650 0.24 -0.06 0.15 -0.32
C -0.887098 0.789010 -0.198026 -0.06 0.36 0.15 0.06
C -1.416592 -0.568643 -0.555715 -0.16 -0.66 -0.36 0.62
C -1.915229 -1.458520 0.402184 0.20 -0.44 -0.32 -0.82
C -2.150590 -2.777977 0.008358 -0.38 0.07 0.53 0.28
F -2.721794 -3.636727 0.922031 0.70 0.71 -0.89 -0.32
C -1.848918 -3.254308 -1.263139 -0.10 0.25 -0.13 -0.89
C -1.388631 -2.324622 -2.193024 0.16 -0.01 -0.50 0.33
F -1.045661 -2.752185 -3.458591 -0.49 0.34 1.23 -0.32
C -1.226203 -0.979645 -1.881156 0.04 -0.22 0.22 -0.58
C -1.798206 1.753814 0.535126 -0.21 0.32 0.30 0.47
C -1.718041 3.091985 0.142253 -0.28 0.06 0.03 -0.67
C -2.407806 4.051683 0.878813 0.12 0.58 -0.30 0.30
F -2.367969 5.361350 0.440193 -0.03 -1.29 0.59 -0.32
C -3.135598 3.748516 2.028812 0.11 -0.13 -0.45 -0.82
C -3.223675 2.400965 2.358331 -0.29 -0.53 0.30 0.32
F -3.998329 2.035190 3.439388 0.78 0.43 -1.00 -0.32
C -2.587427 1.389970 1.635880 -0.03 0.44 -0.02 -0.70
C 1.754120 -0.129249 -1.121845 -0.03 -0.03 0.46 0.07
C 2.985506 -0.724959 -1.414341 0.26 0.13 0.51 -1.05
H 5.334839 -1.893932 -1.741114 0.00 0.01 0.10 0.34
H 6.061281 -1.018114 -0.383198 -0.18 -0.01 -0.10 0.32
H 5.340672 -2.590155 -0.110334 -0.06 0.08 -0.15 0.32
H 4.288945 -0.919769 1.730546 -0.19 0.07 -0.22 0.36
H 2.076159 0.136116 2.259398 0.02 -0.15 -0.18 0.41
H -0.574870 1.289459 -1.119778 -0.04 -0.03 -0.03 0.62
H -2.070354 -1.147299 1.433650 0.16 -0.51 -0.42 0.59
H -1.999290 -4.293900 -1.534357 0.03 0.16 0.07 0.48
H -0.881557 -0.241241 -2.611645 -0.12 -0.57 0.11 0.64
H -1.146057 3.350178 -0.756149 -0.25 0.14 0.51 0.43
H -3.641889 4.517614 2.602745 0.06 -0.15 -0.11 0.47
H -2.718202 0.349196 1.921199 -0.05 0.65 0.14 0.21
H 1.087584 0.149260 -1.932869 0.17 -0.15 0.24 0.23
H 3.250585 -0.938371 -2.455860 -0.10 0.08 0.42 0.27
```
Forces are in eV/Å.

---

# 5
Density functional theory data (ωB97M-V/def2-TZVPD) for a 2-piece molecular cluster, C5H12O overall.

- frontier orbital gap (alpha / beta) (eV) = 8.261 / 7.914
- energy above the lowest of the compared OMol25 structures with the same formula, charge and spin (kcal per mole) = 92.61
- total charge = 0
- spin multiplicity = 1
- calculated total energy (Ha) = -272.8011

```
18
Properties=species:S:1:pos:R:3:forces:R:3:mulliken_charge:R:1
C -0.935146 -2.500169 0.383309 -0.06 -0.07 -0.01 -1.10
C -0.849295 -0.998662 0.155412 0.21 -0.02 0.01 -0.19
C 0.561228 1.438291 -0.624055 -0.38 0.19 -0.84 -0.09
C -0.507067 2.457414 -0.466337 -0.02 0.02 0.07 -0.97
O 1.283614 1.104210 0.391834 0.19 0.51 0.69 -0.29
C 2.124590 0.097963 0.462101 0.47 -0.35 -0.09 -0.65
H -0.383943 -3.022854 -0.407284 -0.18 -0.02 0.12 0.30
H -0.449689 -2.756067 1.333472 -0.22 -0.04 -0.14 0.29
H -1.969514 -2.860055 0.392142 0.20 -0.06 0.04 0.33
H -1.357788 -0.421127 0.941037 0.02 -0.14 -0.28 0.26
H -1.221819 -0.696482 -0.830813 -0.14 -0.11 0.26 0.27
H 0.677244 0.853896 -1.534465 0.06 0.13 0.10 0.45
H -1.478249 2.037065 -0.761637 0.09 0.05 0.05 0.24
H -0.345836 3.349251 -1.085845 0.03 -0.11 0.08 0.31
H -0.583926 2.773306 0.576931 0.05 -0.03 -0.10 0.30
H 2.627138 -0.023425 1.407224 -0.01 0.09 -0.14 0.27
H 0.213689 -0.748009 0.209139 -0.35 -0.10 0.01 -0.08
H 2.350395 -0.450047 -0.446865 0.06 0.07 0.17 0.35
```
Forces are in eV/Å.

---

# 6
Density functional theory data (ωB97M-V/def2-TZVPD) for one molecule with the formula C4H9N3O at a distorted geometry.

- frontier orbital gap (eV) = 9.512
- energy above the lowest of the compared OMol25 structures with the same formula, charge and spin (kcal per mole) = 130.75
- total charge = 0
- spin multiplicity = 1
- calculated total energy (Ha) = -397.1423

```
17
Properties=species:S:1:pos:R:3:forces:R:3:mulliken_charge:R:1
C 1.072906 -0.492998 -1.059131 0.95 0.73 2.64 -1.10
N 0.799872 -0.587541 0.413956 -0.79 -0.37 -1.69 0.01
C 1.759679 0.081574 1.237977 -0.68 -1.60 1.93 -0.82
N -0.477358 -0.352794 0.812257 -0.15 -0.30 1.28 0.23
N -1.397175 -1.323760 0.471855 0.93 0.20 -0.86 -0.60
C -2.457459 -0.808979 0.026358 2.10 2.63 1.76 -0.22
C -2.442293 0.702760 0.139281 0.89 0.44 -1.96 -0.26
O -1.105291 1.053112 0.423973 0.61 -1.71 -0.26 -0.37
H 2.107340 -0.492472 -1.289875 1.26 0.27 0.45 0.41
H 0.785028 -1.364295 -1.446979 -1.65 -3.54 -1.70 0.44
H 0.658745 0.274610 -1.623962 -1.17 1.84 -0.38 0.35
H 2.698562 -0.091310 0.834470 1.77 0.36 -1.14 0.36
H 1.395844 1.045535 1.249454 0.39 2.76 0.54 0.36
H 1.905790 -0.315973 2.283555 -0.97 0.17 -0.93 0.24
H -3.311459 -1.313557 -0.153063 -2.47 -1.94 -0.70 0.52
H -2.687832 1.115376 -0.871591 -0.33 0.08 0.85 0.20
H -3.057986 1.097443 0.930931 -0.70 0.00 0.18 0.27
```
Forces are in eV/Å.

---

Copy entry 2 word for word.
Density functional theory data (ωB97M-V/def2-TZVPD) for a 2-piece molecular cluster, H4NO2PS overall at a distorted geometry.

- frontier orbital gap (eV) = 10.289
- energy above the lowest of the compared OMol25 structures with the same formula, charge and spin (kcal per mole) = 49.13
- total charge = 0
- spin multiplicity = 1
- calculated total energy (Ha) = -947.1899

```
9
Properties=species:S:1:pos:R:3:forces:R:3:mulliken_charge:R:1
N 0.937912 1.353143 0.927448 0.52 -0.70 -1.72 -0.60
O 0.773487 -0.525449 -0.774486 0.31 0.02 0.98 -0.40
O 2.925085 0.893037 -1.006687 -0.97 0.01 0.08 -0.55
P 1.640637 0.708288 -0.320415 0.50 0.90 1.28 0.89
S -2.138457 -1.324764 -0.442180 -0.49 -3.42 0.34 -0.36
H 1.368003 2.217024 1.223707 0.23 0.12 0.23 0.25
H 0.276044 -0.703336 0.063422 -0.42 -0.31 -0.90 0.40
H -2.785459 -0.357278 0.054841 -1.14 1.95 0.89 0.17
H -2.997253 -2.260664 0.274351 1.47 1.42 -1.18 0.19
```
Forces are in eV/Å.

---

> Which formula does entry 6 have?

C4H9N3O

---

> What is the spin multiplicity in the first record?

1